C40H79ClN5O12S | ωB97M-V/def2-TZVPD

Each line ends with the Löwdin charge.
Atoms and positions in Å:
Cl (-1.61639, -2.24235, 2.65164)  0.71
S (-1.07253, -3.32541, 0.02845)  0.84
O (-5.93354, -2.23528, -3.89692)  0.09
O (-0.76192, 1.04418, -0.73952)  -0.07
O (3.10942, 1.12207, -4.73197)  -0.05
O (-0.40991, 4.97498, 8.74823)  0.11
O (4.59355, -4.64112, 1.53382)  -0.19
O (-7.26257, -4.88817, 2.74028)  0.00
O (0.82657, 3.39823, 9.66352)  0.00
O (7.24044, 1.50999, -5.06424)  0.02
O (3.01639, 1.73129, 2.56645)  0.15
O (5.53539, 0.15995, -5.35653)  0.07
O (-8.88522, -5.34336, 4.16043)  0.12
O (-6.87029, -0.41540, -4.70227)  -0.01
N (3.25766, 2.88855, 0.61418)  -0.18
N (-0.58322, 2.28721, 4.37598)  0.14
N (0.76074, 2.43303, -2.80042)  -0.04
N (-1.35606, 0.71259, 0.47257)  0.02
N (-2.07588, -1.02004, -0.97968)  0.04
C (-3.69151, 0.01165, -2.52133)  0.00
C (2.81117, 1.11458, -3.35143)  -0.42
C (-0.28321, 2.42140, 1.95174)  -0.08
C (2.65113, -3.64438, 0.39974)  -0.18
C (6.45531, 0.77026, -5.85079)  -0.49
C (8.48006, 2.09319, -5.49310)  -0.22
C (0.57969, -1.37125, 1.13459)  -0.29
C (-6.69324, -1.74754, -4.69627)  -0.51
C (-9.05758, 0.34609, -5.46784)  -0.06
C (1.29638, 1.09959, -3.12047)  -0.18
C (6.67219, 0.78767, -7.34143)  0.03
C (-1.15639, 2.33780, -1.21127)  -0.14
C (0.27748, 4.00372, 8.59037)  -0.53
C (0.15065, 2.56883, 3.41132)  -0.22
C (8.26522, 3.45042, -6.12886)  -0.06
C (3.66603, -4.78983, 0.47627)  -0.23
C (3.53071, -0.06496, -2.68907)  -0.04
C (-4.97549, -4.05592, 2.77771)  -0.07
C (1.92191, 0.77234, 0.69749)  -0.04
C (-8.00350, -4.60097, 3.83589)  -0.52
C (-1.90578, -0.72229, 0.39795)  -0.30
C (5.42329, -3.49430, 1.39288)  -0.10
C (2.93422, 2.25034, 9.25041)  -0.07
C (4.69046, 2.74683, 0.29144)  -0.05
C (2.77465, 1.80137, 1.42294)  -0.47
C (0.82683, 0.13068, 1.55804)  -0.19
C (0.62044, 3.49895, 7.20777)  -0.01
C (-7.56893, 0.29070, -5.73845)  -0.23
C (-6.34812, -3.97448, 2.13984)  -0.25
C (-3.28251, -0.93646, -1.41312)  -0.32
C (1.42360, -2.19763, 2.13987)  -0.18
C (-7.63386, -3.39864, 4.67444)  0.01
C (-0.69501, 2.42855, -2.67400)  -0.18
C (1.80059, -3.60962, 1.69057)  -0.20
C (-4.39761, -1.83776, -0.87215)  0.00
C (2.94100, 4.19065, 1.18992)  -0.08
C (-0.91488, -1.79714, 1.05045)  -0.91
C (-0.47323, 0.92405, 1.64285)  -0.20
C (1.46879, 2.12269, 9.61293)  -0.24
C (-7.51944, -2.60499, -5.62090)  0.02
H (3.06553, 2.67062, 8.25255)  0.07
H (4.78837, 2.76667, -0.80147)  0.08
H (-5.13458, -1.93089, -1.68465)  0.06
H (1.58005, 1.20861, -0.24158)  0.11
H (-2.24237, 2.49544, -1.19747)  0.12
H (4.56179, -0.13119, -3.04175)  0.07
H (3.90845, 0.59271, -4.92232)  0.04
H (3.23909, 4.94112, 0.45196)  0.09
H (0.77436, 2.42343, 7.15836)  0.06
H (-9.56214, 0.94075, -6.22931)  0.09
H (-1.48535, 1.92524, 4.04203)  0.07
H (3.51128, 4.42650, 2.10096)  0.10
H (7.73600, 4.11097, -5.44143)  0.08
H (9.22101, 3.90571, -6.38801)  0.09
H (5.09971, 1.79659, 0.63684)  0.09
H (1.87744, 4.34368, 1.37357)  0.07
H (-9.24873, 0.79097, -4.49081)  0.08
H (6.33040, -0.16203, -7.74723)  0.10
H (-0.21219, 3.72095, 6.54736)  0.06
H (2.60714, -0.03889, 0.41892)  0.12
H (-7.16080, 1.30054, -5.73261)  0.12
H (-1.07125, 3.38700, -3.03818)  0.13
H (9.02663, 1.41064, -6.14422)  0.12
H (3.06796, -1.03551, -2.90598)  0.09
H (1.04351, -1.49713, 0.15194)  0.12
H (-7.23455, -2.56543, 4.09915)  0.07
H (6.08118, 1.59278, -7.77679)  0.10
H (1.21534, 0.09985, 2.58007)  0.14
H (3.43918, 2.91848, 9.94847)  0.08
H (-8.53480, -3.03705, 5.16460)  0.09
H (0.86545, 0.73545, -4.06891)  0.13
H (0.41130, 2.86977, 1.24477)  0.09
H (9.07918, 2.20512, -4.59083)  0.12
H (1.37852, 1.70754, 10.61607)  0.12
H (6.45978, -3.78243, 1.57596)  0.09
H (-1.14152, 1.57275, -3.20057)  0.11
H (-3.83666, 1.01330, -2.10505)  0.09
H (0.99624, -2.16773, 3.14308)  0.10
H (1.02934, 0.35838, -2.36247)  0.10
H (0.97783, 2.99261, -3.62041)  0.12
H (-2.85497, -0.78181, 0.93470)  0.12
H (-3.95895, -2.82806, -0.73824)  0.07
H (5.10382, -2.73237, 2.11234)  0.09
H (0.95415, -4.29155, 1.62309)  0.08
H (0.93471, 1.44242, 8.94727)  0.11
H (1.50936, 4.01761, 6.84830)  0.09
H (5.27428, 3.60007, 0.64185)  0.09
H (3.22962, 2.02864, -2.89752)  0.13
H (-1.27663, 2.88552, 1.89785)  0.13
H (-8.44410, -2.88380, -5.11690)  0.10
H (2.37290, -1.64878, 2.22355)  0.12
H (-0.11058, -3.07539, -0.88933)  -0.09
H (3.16244, -5.75318, 0.56574)  0.13
H (2.43455, -4.02514, 2.48418)  0.12
H (-2.17007, 1.32458, 0.60750)  0.19
H (-2.97247, 0.01224, -3.34142)  0.09
H (-9.50150, -0.64965, -5.45857)  0.07
H (7.66097, 3.37950, -7.03369)  0.07
H (1.13903, 2.94589, 3.67061)  0.11
H (-6.91387, -3.70107, 5.43406)  0.10
H (3.13314, -2.67677, 0.23290)  0.10
H (-7.74704, -2.13175, -6.57295)  0.08
H (-6.27914, -4.27150, 1.09304)  0.12
H (-7.33997, -0.12951, -6.71816)  0.12
H (4.25165, -4.83453, -0.45656)  0.12
H (-4.27302, -3.39818, 2.26324)  0.03
H (3.42274, 1.27565, 9.28090)  0.08
H (-6.74884, -2.95836, 2.14725)  0.11
H (1.97500, -3.87562, -0.43134)  0.09
H (-5.00469, -3.77189, 3.83054)  0.07
H (-0.63012, 3.12088, -0.65923)  0.12
H (-1.01671, 0.52226, 2.50813)  0.14
H (-6.95351, -3.50611, -5.84636)  0.09
H (-4.66792, -0.29380, -2.89845)  0.05
H (-4.86053, -1.43863, 0.03498)  0.09
H (7.71406, 0.89570, -7.63220)  0.08
H (3.60167, 0.03851, -1.60375)  0.05
H (5.36547, -3.09584, 0.37357)  0.08
H (-4.59612, -5.07722, 2.73348)  0.09

Properties
Charge   +1
Largest force on an atom   0.0715 hartree/bohr
LUMO   -2.5941 eV
Highest occupied orbital energy   -11.20 eV